Entry 1:
Computed, not measured: C17H11ClF3N2O4RuS as an isolated structure, with ωB97M-V with the def2-TZVPD basis set.

Properties
2S+1 ... 2
Energy relative to the best compared isomer or geometry (same formula, charge and spin) ... 0.278 eV
E_HOMO (spin up / spin down) ... -8.6 / -8.8 eV
Max |F| ... 0.3 eV Å⁻¹
Kohn-Sham gap (spin up / spin down) ... 0.306 / 0.277 Ha
E_tot ... -63064.07813 eV

Each line ends with the natural charge from an NBO analysis.
Atoms and positions in Å:
Ru 0.2025 -0.3915 0.4591  0.743
C 4.5098 -0.8182 0.3132  -0.256
C 4.9074 0.3945 -0.2318  -0.139
C 3.9519 1.3348 -0.5640  -0.228
C 2.6094 1.0473 -0.3495  0.203
N 2.2368 -0.1387 0.1732  -0.404
C 3.1626 -1.0432 0.5029  0.090
C 1.4822 1.9337 -0.6377  -0.059
C 1.6030 3.2198 -1.1558  -0.189
C 0.4683 3.9794 -1.3839  -0.217
C -0.7880 3.4573 -1.0983  -0.185
C -0.9165 2.1731 -0.5878  -0.249
C 0.2164 1.4047 -0.3498  -0.021
H 5.2250 -1.5766 0.5952  0.233
H 5.9563 0.6052 -0.3931  0.225
H 4.2392 2.2869 -0.9852  0.224
H 2.7964 -1.9606 0.9425  0.226
H 2.5770 3.6372 -1.3781  0.208
H 0.5608 4.9801 -1.7843  0.217
H -1.6733 4.0536 -1.2791  0.217
H -1.9002 1.7736 -0.3763  0.218
F -4.4485 -3.4846 -2.4488  -0.322
C -3.2388 -2.9178 -2.3072  0.983
F -3.0532 -2.1104 -3.3639  -0.315
F -2.3281 -3.8979 -2.3922  -0.312
C -3.1318 -2.1648 -1.0111  -0.223
C -4.2055 -2.0708 -0.1414  -0.097
C -4.0787 -1.3742 1.0523  -0.279
C -2.8665 -0.7778 1.3431  0.103
N -1.8458 -0.8489 0.4941  -0.468
C -1.9392 -1.5360 -0.6601  0.116
S -0.3979 -1.4541 -1.4857  0.005
H -5.1401 -2.5506 -0.3972  0.240
H -4.9015 -1.3011 1.7472  0.235
H -2.6897 -0.2336 2.2608  0.231
O 1.8635 -1.3566 3.3008  -0.825
Cl 0.5711 -0.7565 3.4204  2.539
O 0.3517 -0.1847 4.6963  -0.782
O -0.4542 -1.6966 3.0526  -0.842
O 0.5066 0.3649 2.4083  -0.844

Atoms 1-2, force components in eV/Å:
Ru -0.3 0.0 -0.2
C 0.0 0.0 0.0

---

Entry 2:
Computed, not measured: C27H52OP2SiTl as an isolated structure at a distorted geometry, with ωB97M-V with the def2-TZVPD basis set.

Properties
E_HOMO (spin up / spin down) ... -8.4 / -8.5 eV
Total charge ... +1
Max |F| ... 4.0 eV Å⁻¹
Kohn-Sham gap (spin up / spin down) ... 0.141 / 0.145 Ha
E_tot ... -62028.55796 eV

Each line ends with the Mulliken charge.
Atoms and positions in Å:
Tl -2.2715 2.0216 -2.2225  0.659
C 3.9371 1.7622 -0.5253  0.244
C 3.2521 2.8278 0.1146  0.557
C 3.9515 1.3606 1.7383  0.794
C 4.3690 0.8574 0.4781  0.938
C 3.2660 2.5855 1.5152  0.466
C 4.1845 1.6115 -1.9766  -1.581
H 3.7346 2.4350 -2.5414  0.385
H 3.7672 0.6655 -2.3536  0.280
H 5.2647 1.6003 -2.1856  0.333
C 5.1271 -0.3872 0.2693  -1.282
H 5.5619 -0.4030 -0.7344  0.438
H 4.4896 -1.2739 0.3732  -0.106
H 5.9413 -0.4848 0.9971  0.357
C 4.1970 0.7201 3.0412  -1.414
H 5.2243 0.3357 3.1071  0.354
H 3.5210 -0.1315 3.2099  -0.009
H 4.0460 1.4402 3.8528  0.434
C 2.7080 3.4634 2.5654  -1.585
H 3.5107 3.9742 3.1222  0.311
H 2.1229 2.8830 3.2945  0.298
H 2.0560 4.2354 2.1361  0.399
C 2.6854 4.0270 -0.5398  -1.670
H 3.3730 4.8866 -0.4809  0.288
H 1.7475 4.3292 -0.0570  0.353
H 2.4842 3.8425 -1.6017  0.368
C -3.6162 -0.3536 -2.9780  -0.094
C -3.2888 0.6689 -3.8585  -0.270
C -4.4308 1.5708 -4.3754  -0.925
C -5.2836 2.3314 -3.2981  -0.765
C -4.6421 2.5976 -1.9558  -0.411
C -4.3507 1.6256 -1.0001  -0.565
C -4.9765 0.2491 -0.9850  -0.336
C -4.9779 -0.4401 -2.3595  -0.788
H -5.1517 0.9093 -4.9094  0.301
H -6.2415 1.7867 -3.1992  0.411
H -4.0360 2.3144 -5.0975  0.342
H -5.7663 -0.0014 -2.9911  0.247
H -2.9479 -1.1932 -2.7267  -0.015
H -2.3731 0.6738 -4.4504  0.743
H -5.2874 -1.4983 -2.2553  0.520
H -4.4640 -0.3883 -0.2397  -0.006
H -3.7370 1.8550 -0.1100  0.627
H -6.0175 0.3605 -0.6579  0.486
H -5.5608 3.3217 -3.7125  0.391
H -4.4233 3.6593 -1.7474  0.524
P -0.2016 -2.2840 -0.7467  0.404
P -0.7320 -0.1208 2.0449  1.183
C -1.8525 -1.7172 -0.0346  -0.341
C -1.9667 -1.4146 1.4482  -1.450
H -2.5611 -2.5223 -0.2601  0.626
H -2.1608 -0.8296 -0.6105  -0.545
H -2.9858 -1.0308 1.6345  0.540
H -1.7914 -2.3076 2.0707  0.502
C -0.5777 -0.5028 3.8255  -1.119
H -0.5678 0.4588 4.3674  0.507
H 0.4030 -0.9920 3.9339  0.033
H -1.3944 -1.1449 4.1961  0.363
C -1.8759 1.3329 2.2193  -1.136
H -2.9094 1.0589 2.4703  0.424
H -1.8583 1.9093 1.2843  0.122
H -1.4692 1.9570 3.0237  0.518
C -0.7805 -3.2989 -2.1733  -1.467
H -0.0115 -3.3028 -2.9559  0.396
H -1.7139 -2.9070 -2.5964  0.418
H -0.9408 -4.3297 -1.8431  0.385
C 0.1455 -0.7659 -1.7401  -0.799
H 0.4775 0.0991 -1.1540  0.221
H -0.7654 -0.4945 -2.3011  -0.063
H 0.9236 -1.0541 -2.4610  0.465
C 2.8307 -2.7175 3.0761  -1.315
Si 1.6657 -2.6075 1.5662  1.332
C 2.6575 -3.4355 0.1699  -1.364
C 0.2763 -3.8050 2.0993  -1.338
O 1.1938 -1.0797 1.2489  -0.927
H 2.9183 -3.7715 3.3794  0.449
H 2.4535 -2.1492 3.9365  0.326
H 3.8384 -2.3553 2.8331  0.341
H 2.7344 -4.5135 0.3866  0.396
H 2.1999 -3.3260 -0.8257  0.291
H 3.6778 -3.0318 0.1175  0.386
H -0.2920 -3.4298 2.9605  0.312
H -0.4304 -4.0691 1.3014  0.374
H 0.7655 -4.7383 2.4197  0.525

Atoms 1-2, force components in eV/Å:
Tl 3.7 1.2 0.3
C -0.1 -0.2 0.8

---

Entry 3:
Computed, not measured: C21H39FeO21 as an isolated structure at a distorted geometry, with ωB97M-V with the def2-TZVPD basis set.

Properties
2S+1 ... 6
Energy relative to the best compared isomer or geometry (same formula, charge and spin) ... 0.649 eV
E_HOMO (spin up / spin down) ... -9.7 / -9.9 eV
Max |F| ... 2.4 eV Å⁻¹
Kohn-Sham gap (spin up / spin down) ... 0.376 / 0.334 Ha
E_tot ... -99795.91043 eV

Each line ends with the Löwdin spin population.
Atoms and positions in Å:
Fe -1.1216 1.7345 -1.0080  4.305
C -0.2394 -1.8467 0.4786  0.005
C -0.5470 -0.5513 -0.2296  0.017
O 0.2398 0.4384 -0.1416  0.108
O -1.6918 -0.3053 -0.6651  0.081
H 0.6040 -2.4342 0.1074  0.001
H -1.0087 -2.6213 0.4204  0.001
H -0.1158 -1.6764 1.5479  0.000
C -1.8779 4.2263 1.9991  0.006
C -1.6189 3.2184 0.9252  0.020
O -2.4434 2.3503 0.5364  0.087
O -0.5062 3.1889 0.3208  0.110
H -2.9582 4.4041 2.0769  0.001
H -1.4812 5.2094 1.7537  0.001
H -1.6677 3.9617 3.0327  0.000
C 0.6558 2.6832 -4.5511  0.005
C -0.1252 2.2762 -3.3466  0.017
O -0.2348 1.0826 -2.9472  0.082
O -0.5590 3.0996 -2.4968  0.100
H 0.2414 2.1572 -5.4165  0.001
H 1.6346 2.1993 -4.5442  0.001
H 0.7677 3.7595 -4.5885  0.001
C -3.8996 4.1700 -2.3818  0.000
O -4.7368 3.0399 -2.2076  0.002
C -4.1661 1.8611 -2.1151  0.007
O -2.9750 1.6931 -2.0559  0.037
O -5.0933 0.9445 -2.2377  0.003
C -4.6517 -0.3955 -2.1379  0.000
H -3.1453 4.1671 -1.5912  0.000
H -4.4719 5.0877 -2.2933  0.000
H -3.3742 4.1547 -3.3367  0.000
H -4.1993 -0.7837 -3.0515  0.000
H -5.4382 -1.0985 -1.8712  0.000
H -3.8935 -0.5406 -1.3650  0.000
C -0.2514 2.4292 5.8357  0.000
O 0.9185 1.9511 5.1889  0.000
C 0.8102 1.6038 3.8932  0.000
O -0.2136 1.5469 3.2782  0.000
O 2.0506 1.3811 3.4881  0.000
C 2.2109 1.0573 2.0948  0.000
H -0.9624 2.7783 5.0897  0.000
H 0.0219 3.2239 6.5248  0.000
H -0.7277 1.6532 6.4354  0.000
H 3.2833 0.9543 1.9503  0.000
H 1.8208 1.8543 1.4712  0.000
H 1.7490 0.0867 1.9233  0.000
C 3.9423 -3.4560 -0.2572  0.000
O 5.0517 -3.1790 -1.0953  0.000
C 5.9245 -2.2446 -0.7292  0.000
O 5.7542 -1.4576 0.1781  0.000
O 6.9065 -2.2225 -1.6018  0.000
C 7.9915 -1.3398 -1.4413  0.000
H 3.6341 -4.4815 -0.4398  0.000
H 3.1583 -2.7549 -0.5559  0.000
H 4.1145 -3.3183 0.8094  0.000
H 8.4190 -1.2983 -0.4389  0.000
H 7.9183 -0.3796 -1.9408  0.000
H 8.8659 -1.8010 -1.9185  0.000
C 2.6486 4.6114 -1.4412  0.000
O 2.6576 3.4320 -2.2254  0.000
C 3.0640 2.3241 -1.5979  0.000
O 3.3162 2.2904 -0.4312  0.000
O 3.0737 1.3021 -2.4343  0.000
C 3.2498 -0.0112 -1.9549  0.000
H 2.4872 4.3767 -0.3876  0.000
H 1.8416 5.2586 -1.7670  0.000
H 3.6156 5.1166 -1.4464  0.000
H 3.8634 -0.5942 -2.6392  0.000
H 2.3278 -0.5347 -1.7087  0.000
H 3.8475 0.0633 -1.0391  0.000
C -3.3020 -5.3604 0.4506  0.000
O -3.4539 -6.3814 1.4124  0.000
C -4.5842 -6.5327 2.0818  0.000
O -5.5974 -5.8938 1.9306  0.000
O -4.4216 -7.5546 2.9222  0.000
C -5.5417 -7.9437 3.6933  0.000
H -4.1536 -4.6840 0.3293  0.000
H -3.2904 -5.8263 -0.5341  0.000
H -2.4588 -4.7074 0.6493  0.000
H -6.4950 -8.0199 3.1700  0.000
H -5.7098 -7.2487 4.5192  0.000
H -5.2770 -8.9232 4.0873  0.000

Atoms 1-2, force components in eV/Å:
Fe 0.4 -0.2 -0.6
C 0.0 -1.3 -0.1

---

Entry 4:
Computed, not measured: a 2-piece molecular cluster, CH5NP2 overall at a distorted geometry, with ωB97M-V with the def2-TZVPD basis set.

Properties
Energy relative to the best compared isomer or geometry (same formula, charge and spin) ... 1.264 eV
E_HOMO ... -7.3 eV
Max |F| ... 4.8 eV Å⁻¹
Kohn-Sham gap ... 0.241 Ha
E_tot ... -21183.17663 eV

Each line ends with the natural charge from an NBO analysis.
Atoms and positions in Å:
C -1.5854 -0.2074 -0.2562  -0.838
N 2.2331 0.8034 0.5862  -1.168
P 2.3645 -0.7838 0.5441  0.439
P 1.9588 2.2571 0.5618  0.779
H -0.9764 -1.0168 -0.7059  0.207
H -1.3270 -0.2484 0.7911  0.215
H -1.2919 0.5906 -0.7715  0.204
H 1.1866 -0.8633 -0.3779  -0.051
H -2.5623 -0.5314 -0.3718  0.214

Atoms 1-2, force components in eV/Å:
C 1.5 -4.3 1.5
N 0.0 -0.8 0.0